# 1
Here is a structure of composition C45H66As6F36N9O3 in a non-equilibrium geometry from OMol25. Energies are from ωB97M-V/def2-TZVPD.

Values from the calculation:
Lowest unoccupied orbital energy (alpha / beta)   -0.200 / -0.200 Eh
Kohn-Sham gap (alpha / beta)   3.99 / 7.43 eV

Structure (ORCA input):
```
! RIJCOSX wB97M-V def2-TZVPD def2/J DEFGRID3
* xyz 2 2
C 0.457 7.289 -0.566
C 0.788 5.793 -0.995
O 0.259 4.822 -0.465
N 1.667 5.570 -2.245
H 1.187 5.907 -3.067
H 2.425 6.232 -2.163
C 2.517 4.306 -2.375
H 0.064 8.013 -1.279
H 1.325 7.698 -0.048
H -0.428 7.203 0.063
H 3.055 4.364 -3.321
H 1.890 3.415 -2.368
H 3.134 4.156 -1.489
C 5.110 0.640 5.550
C 4.620 1.726 4.614
O 3.597 2.357 4.889
N 5.556 2.126 3.446
H 5.569 3.136 3.451
H 6.499 1.828 3.649
C 5.167 1.482 2.143
H 5.699 0.060 4.840
H 4.245 0.095 5.926
H 5.618 1.140 6.376
H 5.165 0.392 2.124
H 5.727 1.800 1.264
H 4.096 1.676 2.096
C 3.398 -0.066 -1.330
C 2.121 0.724 -1.066
O 2.051 1.649 -0.259
N 0.861 0.268 -1.865
H 0.199 1.022 -1.752
H 1.154 0.229 -2.831
C 0.364 -1.147 -1.367
H 4.254 0.479 -0.931
H 3.719 0.085 -2.360
H 3.507 -1.138 -1.166
H -0.230 -0.997 -0.465
H 1.145 -1.866 -1.117
H -0.412 -1.397 -2.091
C -1.704 -9.147 6.873
N -0.946 -8.716 5.644
C -1.486 -8.504 4.382
C -0.689 -7.950 3.363
C 0.660 -7.664 3.604
C 1.134 -8.054 4.813
C 0.330 -8.449 5.878
C 1.483 -6.989 2.530
C 2.429 -6.009 2.875
C 3.075 -5.415 1.773
N 2.901 -5.849 0.516
C 2.135 -6.871 0.185
C 1.392 -7.508 1.173
C 3.574 -5.064 -0.551
H -1.264 -8.869 7.830
H -1.573 -10.227 6.817
H -2.711 -8.730 6.870
H -2.566 -8.491 4.410
H -1.152 -7.606 2.450
H 2.149 -7.776 5.059
H 0.759 -8.577 6.861
H 2.573 -5.491 3.812
H 3.734 -4.572 1.919
H 2.127 -7.252 -0.826
H 0.720 -8.331 0.978
H 3.493 -5.535 -1.530
H 4.585 -4.850 -0.204
H 3.151 -4.066 -0.664
C -0.080 1.979 2.314
N -0.206 3.376 2.739
C 0.679 3.858 3.601
C 0.586 5.233 3.949
C -0.413 6.024 3.497
C -1.369 5.424 2.648
C -1.222 4.089 2.322
C -0.563 7.451 3.952
C 0.575 8.345 3.878
C 0.343 9.685 4.187
N -0.855 10.075 4.671
C -1.947 9.267 4.774
C -1.819 7.935 4.337
C -1.009 11.456 4.933
H 0.967 1.725 2.480
H -0.290 1.817 1.257
H -0.777 1.345 2.864
H 1.427 3.188 3.996
H 1.431 5.535 4.550
H -2.186 5.973 2.205
H -1.975 3.494 1.826
H 1.485 8.004 3.407
H 1.053 10.498 4.130
H -2.883 9.619 5.183
H -2.545 7.144 4.449
H -0.584 11.581 5.929
H -2.056 11.756 4.895
H -0.647 12.066 4.105
C -10.677 -1.061 -1.830
N -9.355 -1.032 -2.508
C -8.248 -0.973 -1.765
C -6.997 -0.864 -2.341
C -6.804 -1.144 -3.668
C -7.934 -1.284 -4.430
C -9.226 -1.171 -3.876
C -5.468 -1.353 -4.233
C -4.722 -2.498 -3.723
C -3.457 -2.796 -4.190
N -2.825 -2.031 -5.169
C -3.419 -0.867 -5.473
C -4.751 -0.591 -5.141
C -1.482 -2.455 -5.690
H -11.475 -0.584 -2.398
H -10.549 -0.591 -0.855
H -11.004 -2.089 -1.673
H -8.406 -0.939 -0.697
H -6.098 -0.787 -1.748
H -7.919 -1.437 -5.499
H -10.129 -1.393 -4.426
H -5.184 -3.161 -3.007
H -2.858 -3.661 -3.943
H -2.844 -0.238 -6.136
H -5.306 0.320 -5.313
H -1.225 -1.962 -6.627
H -1.478 -3.499 -6.003
H -0.872 -2.248 -4.810
As 0.322 2.014 -5.724
F 0.309 2.139 -3.877
F 2.011 1.418 -5.722
F 0.384 1.605 -7.493
F -1.324 2.609 -5.817
F 0.731 3.771 -5.949
F -0.299 0.370 -5.567
As -3.078 0.876 -1.204
F -1.417 1.357 -1.725
F -3.389 2.642 -0.819
F -4.792 0.510 -0.758
F -2.640 -0.838 -1.588
F -2.424 0.642 0.476
F -3.428 1.088 -2.917
As 6.190 2.042 -4.131
F 5.164 2.947 -2.990
F 4.861 1.841 -5.193
F 7.346 1.201 -5.250
F 7.525 2.348 -2.908
F 5.783 0.518 -3.267
F 6.567 3.584 -4.986
As 2.975 -2.811 -4.377
F 2.487 -2.643 -6.102
F 1.318 -2.686 -3.676
F 3.598 -3.164 -2.778
F 4.705 -2.924 -4.996
F 3.146 -1.066 -4.149
F 2.704 -4.553 -4.578
As 2.057 -1.743 2.817
F 3.138 -0.618 1.965
F 1.709 -2.789 1.322
F 1.054 -2.838 3.773
F 2.215 -0.673 4.203
F 0.553 -0.914 2.350
F 3.348 -2.812 3.331
As -1.319 -5.214 -0.900
F -2.372 -6.085 -2.102
F -2.757 -4.782 0.215
F -0.220 -4.323 0.228
F 0.090 -5.771 -1.792
F -1.463 -3.582 -1.680
F -1.228 -6.754 0.128
*
```

---

# 2
Here is a cluster of 11 separate species, C45H69F9N14O15S3 in total in a non-equilibrium geometry from OMol25. Energies are from ωB97M-V/def2-TZVPD.

Values from the calculation:
Lowest unoccupied orbital energy   -0.194 Eh
Kohn-Sham gap   7.46 eV

Structure (ORCA input):
```
! RIJCOSX wB97M-V def2-TZVPD def2/J DEFGRID3
* xyz 2 1
C 1.505 4.728 6.306
N 1.633 4.869 4.816
C 0.464 5.303 4.240
C 0.404 5.369 2.844
C 1.548 5.105 2.067
C 2.730 4.712 2.751
C 2.738 4.588 4.114
C 1.502 5.260 0.586
C 0.667 6.249 0.017
C 0.613 6.354 -1.339
N 1.290 5.537 -2.134
C 2.146 4.661 -1.610
C 2.276 4.511 -0.236
C 1.259 5.852 -3.566
H 0.532 4.278 6.508
H 1.557 5.690 6.721
H 2.289 4.055 6.736
H -0.417 5.411 4.830
H -0.554 5.621 2.394
H 3.612 4.522 2.213
H 3.626 4.321 4.694
H 0.032 6.942 0.572
H 0.002 7.087 -1.864
H 2.670 3.947 -2.297
H 2.941 3.747 0.183
H 1.621 4.938 -3.987
H 1.773 6.779 -3.796
H 0.252 5.856 -3.925
C 2.074 -3.529 -3.225
C 1.947 -5.016 -3.600
N 0.967 -5.740 -2.868
C 1.251 -6.716 -1.882
C 0.046 -7.024 -1.419
N -0.914 -6.291 -2.055
C -0.314 -5.482 -2.918
C -2.342 -6.306 -1.741
H 2.753 -3.075 -3.933
H 2.407 -3.326 -2.203
H 1.106 -3.054 -3.378
H 2.874 -5.579 -3.504
H 1.622 -5.096 -4.644
H 2.256 -7.149 -1.762
H -0.255 -7.747 -0.703
H -0.824 -4.831 -3.626
H -2.967 -6.300 -2.626
H -2.608 -5.541 -1.003
H -2.556 -7.251 -1.247
C 2.755 1.556 -4.519
C 2.082 0.536 -5.499
N 1.101 1.313 -6.314
C 1.361 2.070 -7.463
C 0.260 2.737 -7.763
N -0.669 2.389 -6.783
C -0.142 1.562 -5.926
C -2.009 2.863 -6.781
H 2.031 1.955 -3.824
H 3.347 2.305 -5.012
H 3.444 0.912 -4.034
H 1.579 -0.302 -4.951
H 2.774 -0.032 -6.112
H 2.309 2.127 -7.907
H 0.021 3.310 -8.615
H -0.613 1.105 -5.039
H -1.816 3.924 -6.939
H -2.477 2.786 -5.812
H -2.697 2.334 -7.503
C 1.026 -5.860 7.022
C 1.602 -4.534 6.439
N 0.647 -3.386 6.494
C 0.755 -2.139 7.124
C -0.239 -1.367 6.656
N -1.021 -2.143 5.779
C -0.489 -3.343 5.719
C -2.296 -1.807 5.125
H 1.940 -6.476 7.129
H 0.282 -6.291 6.312
H 0.657 -5.685 8.063
H 1.826 -4.705 5.393
H 2.510 -4.230 6.921
H 1.431 -1.870 7.937
H -0.450 -0.320 6.873
H -0.790 -4.160 5.022
H -2.985 -1.395 5.903
H -2.805 -2.672 4.648
H -2.079 -1.017 4.387
C 1.117 -0.514 -2.059
C -0.198 -0.493 -1.264
N -0.031 0.034 0.046
C -0.646 1.248 0.447
C -0.175 1.534 1.651
N 0.642 0.448 2.032
C 0.744 -0.365 1.014
C 1.470 0.257 3.239
H 0.874 -1.120 -2.914
H 1.927 -0.912 -1.380
H 1.438 0.516 -2.302
H -0.569 -1.489 -1.188
H -0.830 0.177 -1.839
H -1.068 1.844 -0.339
H -0.467 2.246 2.406
H 1.482 -1.144 0.965
H 2.363 -0.215 2.878
H 1.047 -0.468 3.903
H 1.779 1.208 3.647
C -4.106 1.513 3.102
C -5.074 1.158 2.017
N -4.510 0.427 0.934
C -4.244 0.935 -0.310
C -3.776 -0.078 -1.091
N -3.790 -1.196 -0.352
C -4.224 -0.919 0.915
C -3.383 -2.474 -0.866
H -3.799 0.669 3.664
H -4.572 2.292 3.764
H -3.154 1.943 2.757
H -5.424 2.112 1.686
H -5.965 0.677 2.310
H -4.343 2.007 -0.477
H -3.407 -0.189 -2.121
H -4.278 -1.643 1.690
H -2.740 -2.928 -0.129
H -2.848 -2.317 -1.806
H -4.208 -3.134 -1.057
C -2.936 -1.791 -5.871
F -3.468 -2.877 -6.376
F -2.511 -0.892 -6.756
F -3.784 -1.137 -5.081
S -1.515 -2.203 -4.762
O -1.120 -3.509 -5.204
O -0.520 -1.190 -5.114
O -1.962 -2.071 -3.386
C -0.028 -4.588 1.946
F 0.162 -5.961 1.910
F 0.657 -3.987 2.946
F 0.455 -4.018 0.782
S -1.724 -4.271 2.261
O -1.806 -4.950 3.538
O -1.931 -2.815 2.365
O -2.521 -4.842 1.193
C 5.454 2.316 -0.433
F 4.847 3.268 -1.124
F 6.015 1.472 -1.295
F 6.360 2.825 0.442
S 4.257 1.492 0.710
O 3.676 2.650 1.409
O 3.274 0.982 -0.252
O 4.989 0.610 1.562
N -0.811 2.135 5.240
O -0.737 2.133 6.458
O -0.611 3.170 4.535
O -1.112 1.113 4.634
N -0.854 3.001 -2.872
O -1.511 1.948 -2.946
O -0.805 3.626 -1.802
O -0.327 3.420 -3.874
*
```

---

# 3
Here is a cluster of 9 separate species, C45H77Br2FN13O4 in total in a non-equilibrium geometry from OMol25. Energies are from ωB97M-V/def2-TZVPD.

Values from the calculation:
Lowest unoccupied orbital energy   -0.144 Eh
ΔE to the lowest compared entry with this formula, charge and spin   123.76 kcal per mole
Kohn-Sham gap   8.44 eV

Structure (ORCA input):
```
! RIJCOSX wB97M-V def2-TZVPD def2/J DEFGRID3
* xyz 1 1
C 3.584 -3.297 2.552
C 2.298 -3.113 1.584
C 1.941 -1.540 1.313
N 0.475 -1.285 1.401
C -0.047 -0.863 2.681
C 0.690 -0.570 4.060
O 1.640 0.539 3.917
O 2.377 0.607 5.057
N -1.462 -0.770 2.392
C -1.814 -1.080 1.020
N -2.973 -1.107 0.365
C -4.187 -0.794 1.233
C -4.433 0.800 1.399
C -3.206 -1.402 -1.066
Br -4.825 -0.459 -1.830
C -3.420 -2.970 -1.420
C -4.957 -3.417 -1.631
Br -2.615 -4.238 -0.126
N -0.514 -1.389 0.460
C 0.001 -1.833 -0.840
O 0.330 -3.044 -1.008
N 0.169 -0.946 -2.021
C 1.517 -0.364 -2.077
O 1.731 0.778 -1.585
F 2.624 -1.025 -2.652
H 3.380 -4.074 3.386
H 3.867 -2.325 3.118
H 4.537 -3.607 1.976
H 1.379 -3.665 2.025
H 2.564 -3.669 0.605
H 2.422 -1.280 0.309
H 2.541 -0.958 2.113
H -0.116 -0.212 4.806
H 1.216 -1.478 4.514
H 3.110 1.255 4.908
H -5.122 -1.368 0.899
H -3.987 -1.174 2.310
H -5.000 0.964 2.393
H -5.118 1.215 0.564
H -3.461 1.403 1.490
H -2.365 -1.031 -1.773
H -2.896 -3.161 -2.437
H -5.356 -3.200 -2.697
H -5.671 -3.059 -0.807
H -4.959 -4.575 -1.554
H -0.453 -0.130 -1.819
C 7.112 -1.740 -5.718
C 5.784 -2.219 -5.141
C 5.817 -2.369 -3.618
C 6.858 -3.380 -3.226
N 7.678 -4.177 -2.917
H 7.916 -2.455 -5.529
H 7.033 -1.620 -6.801
H 7.400 -0.775 -5.289
H 5.522 -3.178 -5.602
H 5.000 -1.507 -5.412
H 4.841 -2.701 -3.252
H 6.050 -1.412 -3.143
C 5.382 2.820 -0.310
C 4.053 2.330 0.245
C 4.068 2.179 1.767
C 5.109 1.173 2.172
N 5.928 0.378 2.492
H 6.190 2.113 -0.109
H 5.322 2.943 -1.394
H 5.649 3.787 0.128
H 3.803 1.371 -0.220
H 3.269 3.038 -0.038
H 3.089 1.841 2.120
H 4.290 3.137 2.246
C -8.835 -0.412 -2.968
C -10.151 -0.911 -2.382
C -10.113 -1.035 -0.857
C -9.048 -2.015 -0.450
N -8.208 -2.787 -0.128
H -8.015 -1.106 -2.768
H -8.916 -0.311 -4.051
H -8.568 0.567 -2.554
H -10.391 -1.882 -2.828
H -10.951 -0.221 -2.665
H -11.080 -1.383 -0.484
H -9.902 -0.065 -0.398
C -5.179 0.508 -7.350
C -4.357 -0.222 -6.292
C -4.811 -1.668 -6.080
C -6.242 -1.693 -5.620
N -7.370 -1.713 -5.257
H -6.230 0.588 -7.060
H -4.802 1.524 -7.488
H -5.125 -0.009 -8.313
H -4.424 0.330 -5.348
H -3.306 -0.219 -6.594
H -4.185 -2.151 -5.324
H -4.723 -2.239 -7.008
C 2.051 -5.059 -2.712
C 2.636 -6.265 -3.438
C 3.004 -5.961 -4.892
C 1.777 -5.540 -5.651
N 0.809 -5.208 -6.248
H 1.116 -4.728 -3.171
H 1.830 -5.312 -1.672
H 2.754 -4.219 -2.716
H 1.913 -7.086 -3.402
H 3.531 -6.602 -2.906
H 3.431 -6.849 -5.366
H 3.748 -5.161 -4.941
C 4.567 7.638 4.939
C 3.595 7.565 3.767
C 3.599 6.200 3.075
C 4.969 5.907 2.529
N 6.056 5.683 2.100
H 5.602 7.497 4.614
H 4.509 8.617 5.418
H 4.335 6.877 5.690
H 3.850 8.347 3.046
H 2.585 7.778 4.129
H 2.879 6.193 2.253
H 3.318 5.411 3.779
C 7.047 10.476 7.027
C 6.953 11.910 6.516
C 5.514 12.429 6.460
C 4.699 11.575 5.529
N 4.056 10.903 4.795
H 6.528 9.778 6.366
H 8.092 10.160 7.077
H 6.616 10.388 8.029
H 7.405 11.962 5.520
H 7.541 12.560 7.170
H 5.500 13.461 6.102
H 5.059 12.409 7.454
C -5.822 -6.518 1.833
C -6.356 -6.299 3.245
C -7.275 -5.080 3.351
C -6.522 -3.838 2.969
N -5.927 -2.859 2.667
H -5.205 -5.678 1.500
H -5.196 -7.413 1.798
H -6.641 -6.647 1.119
H -5.510 -6.187 3.931
H -6.908 -7.190 3.558
H -7.642 -4.974 4.375
H -8.140 -5.192 2.691
*
```